Here is a cluster of 2 separate species, C3H8NOP in total in a non-equilibrium geometry from the OMol25 dataset. Energies are from ωB97M-V/def2-TZVPD.

Last column: Mulliken charge in e.
Atoms and positions in Å:
C: -1.604 -0.894 -0.846  -0.131
C: -0.369 -0.867 -1.573  -0.597
C: 2.052 1.290 -1.537  -0.443
N: -0.490 -0.041 -0.358  -0.157
O: 1.103 1.906 -0.864  -0.175
P: -0.327 1.629 -0.314  -0.049
H: -2.583 -0.251 -1.091  0.237
H: -1.787 -1.637 -0.045  0.192
H: 0.282 -1.826 -1.668  0.207
H: -0.290 -0.367 -2.529  0.300
H: 2.022 0.269 -1.668  0.315
H: -3.746 1.489 0.522  -0.098
H: 2.875 1.982 -1.594  0.306
H: -3.657 2.154 0.551  0.092

Output
- Highest occupied orbital energy (spin up / spin down): -7.5 / -6.7 eV
- Relative energy (zero: lowest compared OMol25 entry of this formula, charge and spin): 5.329 eV
- Net charge: 0

---

Here is a structure of composition C20H36IrNOP2 in a non-equilibrium geometry from the OMol25 dataset. Energies are from ωB97M-V/def2-TZVPD.

Last column: Löwdin spin population.
Atoms and positions in Å:
P: -0.169 -1.894 -5.023  0.287
P: -0.002 1.895 -5.281  0.258
C: -0.455 -0.705 -6.471  0.058
C: 0.376 0.601 -6.561  0.048
H: -1.543 -0.500 -6.497  0.000
H: -0.226 -1.347 -7.341  0.013
H: 1.460 0.381 -6.561  0.001
H: 0.144 1.102 -7.517  0.011
C: -1.477 2.742 -5.934  0.040
H: -1.834 3.502 -5.224  0.001
H: -2.283 2.019 -6.119  0.000
H: -1.205 3.233 -6.880  0.008
C: 1.354 3.081 -5.517  0.030
H: 1.141 3.672 -6.416  0.005
H: 2.300 2.529 -5.631  0.001
H: 1.441 3.770 -4.669  0.004
C: -1.251 -3.230 -5.635  0.040
H: -1.277 -4.072 -4.927  0.001
H: -0.829 -3.570 -6.590  0.010
H: -2.264 -2.834 -5.791  0.000
C: 1.436 -2.612 -5.486  0.035
H: 2.173 -1.822 -5.675  0.000
H: 1.273 -3.190 -6.406  0.009
H: 1.788 -3.286 -4.693  0.001
Ir: 0.466 -1.192 -0.785  1.972
C: 0.382 2.678 -2.830  0.684
C: -0.755 2.215 -2.204  0.694
C: -1.815 1.351 -2.748  0.123
C: -1.692 -0.239 -2.906  0.068
C: -0.527 -1.186 -2.532  0.179
C: 0.956 -0.882 -2.711  0.215
C: 1.192 0.413 -3.479  0.124
C: 1.567 1.714 -2.719  0.115
C: 0.582 -2.746 0.396  0.272
H: 0.616 3.741 -2.984  0.046
H: -0.782 2.285 -1.094  0.058
H: -2.116 1.795 -3.725  0.015
H: -2.727 1.473 -2.131  0.009
H: -2.555 -0.600 -2.332  0.002
H: -1.955 -0.482 -3.946  0.004
H: -0.781 -2.246 -2.733  0.035
H: 1.599 -1.726 -3.030  0.015
H: 0.165 0.569 -3.955  0.029
H: 1.931 0.180 -4.265  0.006
H: 1.783 1.442 -1.662  0.023
H: 2.476 2.146 -3.144  0.006
H: 1.501 -2.704 1.020  0.025
H: 0.636 -3.639 -0.255  0.046
H: -0.312 -2.844 1.045  0.043
O: 0.625 0.325 0.396  0.267
N: 0.044 0.476 1.633  0.024
C: -1.292 0.356 1.828  0.010
C: -1.801 0.431 3.122  0.000
C: -0.943 0.694 4.195  0.009
C: 0.400 0.959 3.937  0.001
C: 0.862 0.905 2.624  0.014
H: -1.895 0.121 0.957  0.002
H: -2.865 0.253 3.285  0.000
H: -1.338 0.707 5.210  0.000
H: 1.111 1.184 4.731  0.000
H: 1.897 1.091 2.348  0.001

Output
- Highest occupied orbital energy (spin up / spin down): -11.9 / -12.7 eV
- Relative energy (zero: lowest compared OMol25 entry of this formula, charge and spin): 1.402 eV
- 2S+1: 7
- Net charge: +2

---

Here is a cluster of 5 separate species, C28H50BClF2N2O17P in total in a non-equilibrium geometry from the OMol25 dataset. Energies are from ωB97M-V/def2-TZVPD.

Last column: Mulliken charge in e.
Atoms and positions in Å:
C: 2.958 0.050 2.147  -0.837
C: 3.004 -0.445 0.630  0.758
O: 3.207 -1.698 0.448  -0.682
N: 2.786 0.377 -0.564  0.979
C: 3.370 -0.238 -1.789  0.320
C: 2.375 -0.380 -3.066  -0.649
O: 4.561 -0.624 -1.923  -0.622
C: 3.179 1.807 -0.385  -0.414
O: 4.032 2.248 -1.486  -1.305
B: 3.987 3.721 -1.463  1.652
C: 5.183 4.572 -0.722  -0.436
C: 6.205 3.686 0.159  -0.557
C: 5.935 3.748 1.752  -0.124
Cl: 6.735 5.267 2.442  -0.248
O: 2.574 3.968 -1.020  -0.966
C: 1.891 2.865 -0.423  -0.080
C: 1.646 3.163 1.137  0.220
P: 0.392 4.521 1.516  0.977
O: -0.390 4.058 2.785  -0.819
O: 1.086 6.039 1.879  -0.555
O: -0.773 4.770 0.307  -0.461
N: 0.885 2.076 -1.219  1.375
C: 0.409 2.788 -2.422  0.288
O: 0.001 3.956 -2.492  -0.393
F: 0.365 2.019 -3.646  -0.274
C: -0.210 1.545 -0.406  0.073
O: -0.079 0.595 0.413  -0.332
F: -1.560 2.051 -0.532  -0.308
H: 1.917 -0.071 2.632  0.116
H: 3.271 1.134 2.319  0.201
H: 3.678 -0.619 2.761  0.363
H: 1.317 -0.467 -2.644  0.173
H: 2.525 0.608 -3.656  0.143
H: 2.683 -1.219 -3.774  0.176
H: 3.863 2.069 0.516  -0.120
H: 4.160 3.989 -2.627  -0.411
H: 5.822 5.063 -1.557  0.197
H: 4.798 5.464 -0.086  0.188
H: 7.254 4.157 0.008  0.408
H: 6.269 2.593 -0.177  0.170
H: 4.830 3.721 2.041  -0.034
H: 6.462 2.855 2.268  0.304
H: 1.356 2.256 1.767  0.163
H: 2.661 3.533 1.557  -0.309
H: 0.624 6.304 2.720  0.340
H: -0.767 5.703 -0.013  0.283
O: -2.748 -5.357 3.275  -0.544
C: -2.259 -4.675 2.399  0.734
O: -0.964 -4.328 2.457  -0.361
C: -0.249 -3.676 1.392  -0.735
C: -0.455 -2.176 1.435  -0.095
C: -3.110 -4.130 1.285  -0.981
H: -0.509 -4.109 0.423  0.372
H: 0.809 -3.896 1.553  0.299
H: -1.504 -1.908 1.296  0.238
H: 0.132 -1.685 0.658  -0.102
H: -0.154 -1.778 2.408  0.259
H: -3.626 -3.234 1.635  0.216
H: -3.847 -4.887 1.010  0.323
H: -2.555 -3.899 0.378  0.396
O: 3.966 -1.569 -5.700  -0.553
C: 4.508 -2.649 -5.649  0.726
O: 3.932 -3.725 -6.224  -0.360
C: 4.567 -5.003 -6.371  -0.417
C: 4.418 -5.834 -5.113  -0.943
C: 5.781 -2.832 -4.871  -0.916
H: 5.609 -4.888 -6.680  0.357
H: 4.055 -5.506 -7.195  0.309
H: 4.900 -5.358 -4.256  0.277
H: 4.858 -6.824 -5.251  0.347
H: 3.362 -5.949 -4.856  0.293
H: 5.538 -2.951 -3.813  0.225
H: 6.397 -1.941 -5.002  0.312
H: 6.385 -3.674 -5.203  0.366
O: -8.267 -7.546 6.114  -0.585
C: -7.779 -6.864 5.240  0.706
O: -6.482 -6.516 5.298  -0.344
C: -5.767 -5.863 4.234  -0.309
C: -5.976 -4.363 4.280  -0.720
C: -8.630 -6.321 4.125  -0.858
H: -6.027 -6.296 3.265  0.300
H: -4.710 -6.081 4.396  0.257
H: -7.026 -4.097 4.141  0.322
H: -5.389 -3.869 3.503  0.110
H: -5.677 -3.967 5.254  0.288
H: -9.148 -5.426 4.475  0.234
H: -9.366 -7.079 3.851  0.294
H: -8.076 -6.090 3.218  0.304
O: -3.028 6.813 0.184  -0.611
C: -3.960 6.053 0.054  0.846
O: -4.679 6.051 -1.085  -0.374
C: -5.683 5.079 -1.408  -0.344
C: -7.018 5.448 -0.791  -0.948
C: -4.387 5.164 1.188  -0.854
H: -5.356 4.073 -1.135  0.281
H: -5.778 5.087 -2.497  0.330
H: -6.965 5.471 0.299  0.275
H: -7.789 4.732 -1.085  0.356
H: -7.323 6.447 -1.113  0.289
H: -5.008 5.738 1.878  0.270
H: -3.493 4.816 1.710  0.209
H: -4.924 4.271 0.872  0.306

Output
- Highest occupied orbital energy: -5.5 eV
- Net charge: -1